# 1
DFT (ωB97M-V/def2-TZVPD) results for a molecular structure, C25H36Ge2IrNO11P2 at a distorted geometry.

Structure (ORCA input):
```
! wB97M-V def2-TZVPD RIJCOSX def2/J DEFGRID3
* xyz 1 2
Ir 1.19379 -1.35173 0.89458
O -1.04242 1.81284 2.89228
C -0.50033 0.84993 2.43251
O -0.07020 0.66628 1.18808
C -0.25849 -0.37041 3.27630
C -0.53108 -0.38068 4.62918
C -0.24417 -1.51641 5.37081
C 0.33258 -2.61085 4.74731
C 0.57497 -2.52855 3.39623
N 0.26001 -1.44638 2.66890
C 1.33969 -3.48180 2.55353
O 2.16101 -4.25396 2.97068
O 1.04756 -3.23946 1.27871
H -0.95553 0.50781 5.07484
H -0.44175 -1.53715 6.43383
H 0.61955 -3.50317 5.28513
C -3.72837 -1.98140 0.28645
C -2.34105 -1.92141 0.92918
Ge -0.90460 -1.52852 -0.35709
C -0.51345 -3.06220 -1.52674
C -1.76062 -3.81212 -2.00857
C -1.65270 -0.19928 -1.50357
C -1.73736 1.13825 -1.42528
Ge -0.60838 2.15711 -0.20952
C -1.45414 3.68795 0.66350
C -1.72307 4.92940 -0.18894
C 1.05152 2.60683 -1.18489
C 0.93932 3.42732 -2.46620
C -2.66849 1.85208 -2.35344
C -3.74940 1.12567 -2.87149
C -4.58201 1.66931 -3.83333
C -4.37443 2.96763 -4.27898
C -3.34331 3.71704 -3.74015
C -2.50614 3.16315 -2.78117
H -4.48948 -2.16482 1.04621
H -3.80350 -2.77886 -0.45014
H -3.97754 -1.03904 -0.20311
H -2.08881 -2.86804 1.41630
H -2.33021 -1.14540 1.69957
H 0.12941 -3.73850 -0.96351
H 0.05600 -2.66615 -2.37065
H -2.22261 -4.37119 -1.19419
H -1.50222 -4.52967 -2.78882
H -2.51470 -3.14553 -2.43120
H -2.11545 -0.70993 -2.35054
H -0.76471 3.93856 1.47109
H -2.36056 3.31076 1.12501
H -0.82488 5.31253 -0.67526
H -2.09519 5.71822 0.46588
H -2.48254 4.75536 -0.94436
H 1.54641 1.66497 -1.38280
H 1.65492 3.13834 -0.44499
H 0.36916 2.91709 -3.23870
H 1.95256 3.56287 -2.84661
H 0.51829 4.41950 -2.30978
H -3.91774 0.11496 -2.52413
H -5.39215 1.07884 -4.24065
H -5.01785 3.39263 -5.03770
H -3.18615 4.73644 -4.06788
H -1.71818 3.76705 -2.36912
C 5.92179 -1.12210 -0.25308
C 4.63968 -0.61974 0.39563
O 4.86077 0.68191 0.95043
P 4.17818 -1.58789 1.85485
O 5.39281 -1.55589 2.86425
O 4.11495 -3.08645 1.41463
O 2.93201 -1.01948 2.46858
P 3.28076 -0.47967 -0.86489
O 2.57016 -1.95959 -0.90091
O 3.78824 -0.05009 -2.16152
O 2.09942 0.22639 -0.15021
H 6.76520 -0.89571 0.39806
H 6.06520 -0.62659 -1.21105
H 5.88096 -2.20059 -0.41019
H 4.01408 1.14438 1.02161
H 5.49689 -0.72087 3.33950
H 3.72523 -3.72481 2.04639
H 3.02286 -2.62732 -1.43463
*
```

Its calculated total energy is -184969.151 eV. For the lowest unoccupied orbital energy (spin up / spin down), the calculation gives -0.152 / -0.181 Ha. The value obtained for the maximum force is 1.85 eV Å⁻¹. The frontier orbital gap (spin up / spin down) is 6.932 / 6.157 eV. Its energy above the lowest of the compared OMol25 structures with the same formula, charge and spin is 169.69 kJ/mol. The HOMO energy (spin up / spin down) is -11.08 / -11.07 eV.

# 2
DFT (ωB97M-V/def2-TZVPD) results for a gas-phase ion, C5H8N (charge +1) at a distorted geometry.

Structure (ORCA input):
```
! wB97M-V def2-TZVPD RIJCOSX def2/J DEFGRID3
* xyz 1 3
C -1.38986 -0.43465 -1.00292
C 0.49296 -0.53924 0.38539
C -0.39566 1.64203 -0.15523
C -1.41273 0.83882 -0.96186
C 1.19502 -1.75095 0.73256
N 0.57687 0.69452 0.52550
H -1.56783 -1.45608 -1.31896
H 0.03694 2.37261 -0.86774
H -0.71794 2.24962 0.69442
H -2.42261 1.33569 -1.25559
H 1.88584 -1.59745 1.58531
H 1.94382 -2.08120 -0.06497
H 0.43111 -2.45135 0.73261
H 1.34408 1.17762 0.97148
*
```

Its calculated total energy is -6790.950 eV. For the lowest unoccupied orbital energy (spin up / spin down), the calculation gives -0.160 / -0.251 Ha. The value obtained for the maximum force is 3.13 eV Å⁻¹. The frontier orbital gap (spin up / spin down) is 6.916 / 7.821 eV. Its energy above the lowest of the compared OMol25 structures with the same formula, charge and spin is 349.88 kJ/mol. The HOMO energy (spin up / spin down) is -11.26 / -14.64 eV.

# 3
DFT (ωB97M-V/def2-TZVPD) results for C15H13FN6OS in the gas phase at a distorted geometry.

Structure (ORCA input):
```
! wB97M-V def2-TZVPD RIJCOSX def2/J DEFGRID3
* xyz 0 1
N -1.80626 -1.77978 1.88843
N -1.38940 -1.59861 0.57586
C -0.27411 -2.11107 -0.02173
N -0.20251 -1.72938 -1.26949
N -1.25860 -0.95282 -1.50834
C -1.98968 -0.86625 -0.42293
C -3.21212 -0.09999 -0.32965
C -4.09383 -0.18295 0.75007
N -5.20886 0.51808 0.82546
C -5.51265 1.33466 -0.16847
C -4.71927 1.48593 -1.29865
C -3.54893 0.75734 -1.38116
H -2.88736 0.82765 -2.23050
H -5.01162 2.15794 -2.09034
H -6.43513 1.88803 -0.05156
H -3.90152 -0.84750 1.58054
S 0.87192 -3.12069 0.82804
C 2.19706 -3.10472 -0.40623
H 2.86946 -3.92342 -0.14873
H 1.73954 -3.30807 -1.37618
C 3.00461 -1.81176 -0.53188
O 3.98049 -1.78569 -1.24256
N 2.52461 -0.77364 0.19106
C 2.90304 0.56585 0.16616
C 4.01042 1.05902 -0.51441
C 4.29527 2.41285 -0.47896
C 3.49333 3.29232 0.22836
C 2.38331 2.82049 0.91100
C 2.10720 1.47273 0.86777
F 1.01608 0.98801 1.52804
H 1.73553 3.47941 1.46691
H 3.72476 4.34551 0.25046
H 5.15693 2.78280 -1.01257
H 4.62965 0.37362 -1.06847
H 1.71538 -0.96040 0.77192
H -1.53031 -0.98240 2.46151
H -1.37642 -2.62309 2.26122
*
```

Its calculated total energy is -40306.118 eV. For the lowest unoccupied orbital energy, the calculation gives 0.009 Ha. The value obtained for the maximum force is 1.38 eV Å⁻¹. The frontier orbital gap is 8.772 eV. Its SMILES is Nn1c(SCC(=O)Nc2ccccc2F)nnc1-c1cccnc1. The HOMO energy is -8.52 eV.

# 4
DFT (ωB97M-V/def2-TZVPD) results for a molecular structure, C2H3CeO2 at a distorted geometry.

Structure (ORCA input):
```
! wB97M-V def2-TZVPD RIJCOSX def2/J DEFGRID3
* xyz 3 3
O -1.91479 1.83285 0.05997
C -0.75805 1.79392 0.07091
Ce 2.49445 0.75833 -0.60250
O 0.18078 0.97399 0.21493
C 0.05155 -1.06488 0.05412
H -0.51661 -0.97707 -0.88185
H 0.54144 -1.16851 1.03162
H -0.07876 -2.14863 0.05281
*
```

Its calculated total energy is -19104.533 eV. For the lowest unoccupied orbital energy (spin up / spin down), the calculation gives -0.640 / -0.589 Ha. The value obtained for the maximum force is 5.95 eV Å⁻¹. The frontier orbital gap (spin up / spin down) is 5.858 / 8.919 eV. Its energy above the lowest of the compared OMol25 structures with the same formula, charge and spin is 360.79 kJ/mol. The HOMO energy (spin up / spin down) is -23.28 / -24.95 eV.

# 5
DFT (ωB97M-V/def2-TZVPD) results for C14H20N4OS2 in the gas phase at a distorted geometry.

Structure (ORCA input):
```
! wB97M-V def2-TZVPD RIJCOSX def2/J DEFGRID3
* xyz 0 1
C 1.71672 1.19516 -4.22117
O 1.05432 1.35172 -3.06988
C -0.19974 1.85945 -3.22318
C -0.83343 2.33786 -2.01162
N -0.71229 1.22132 -1.26213
C -0.27114 1.38909 0.04451
N -0.05418 2.64722 0.48982
C 0.74587 2.59883 1.82601
N 0.95217 1.64247 2.67179
C 0.53543 0.37400 2.13447
C 0.02127 0.21426 1.10758
C -0.04063 -1.16612 0.76764
C 0.26553 -2.03052 1.56763
S 0.73239 -1.05637 3.19291
C 0.20584 -3.49947 1.79043
N -0.91430 -3.90307 0.76930
C -2.27693 -3.88796 0.98371
H -2.58541 -2.78280 1.32018
H -2.76246 -4.36205 0.41715
H -2.50481 -4.43126 2.07596
C -0.37496 -3.39506 -0.50721
C -0.79133 -1.74745 -0.46655
H -1.78144 -1.65123 -0.59115
H -0.27591 -1.41962 -1.37819
H 0.82761 -3.70901 -0.53711
H -1.08273 -3.99874 -1.24073
H 1.05907 -3.92820 1.47946
H -0.23947 -3.85312 2.95599
S 0.92902 4.33485 2.28211
C 1.58004 3.94119 3.95706
H 1.80692 2.85987 4.22996
H 1.08666 4.38242 4.66799
H 2.59959 4.42364 4.11321
H -0.97694 0.38750 -1.60864
H -0.28627 3.23135 -1.55389
H -1.90116 2.69383 -1.95465
H -0.64952 1.20486 -3.84325
H -0.39339 2.97476 -3.90848
H 1.28886 0.49998 -4.80377
H 1.90679 2.26339 -4.68838
H 2.59436 0.79303 -3.97489
*
```

Its calculated total energy is -44508.915 eV. For the lowest unoccupied orbital energy, the calculation gives 0.019 Ha. The value obtained for the maximum force is 19.40 eV Å⁻¹. The frontier orbital gap is 8.518 eV. Its energy above the lowest of the compared OMol25 structures with the same formula, charge and spin is 1252.23 kJ/mol. Its SMILES is COCCNc1nc(SC)nc2sc3c(c12)CCN(C)C3. The HOMO energy is -8.01 eV.